Record 1
DFT (ωB97M-V/def2-TZVPD) results for one molecule with the formula C2H2ClN in a non-equilibrium geometry.

Last column: Mulliken charge in e.
Cartesian coordinates (Å):
1 H 0.144258 -0.102624 0.906501  0.20
2 C -1.804568 0.328543 -0.033724  0.12
3 N -0.915559 1.638976 0.010189  -0.34
4 H 0.196057 -0.056931 -0.904104  0.20
5 Cl -3.314679 -0.248480 0.004893  -0.10
6 C -0.342631 0.251497 -0.005240  -0.08

Forces on the atoms, in the same order (eV/Å):
H 0.09 -0.02 0.00
C 6.16 7.74 0.28
N -5.57 -6.69 -0.22
H 0.01 -0.07 0.00
Cl -0.70 -0.19 -0.03
C 0.01 -0.76 -0.03

Properties
**Relative energy (zero: lowest compared OMol25 entry of this formula, charge and spin)**: 84.8 kcal per mole
**Total energy**: -592.19354 a.u.
**SMILES**: ClC1=NC1
**Molecular weight**: 75.50 g mol⁻¹
**Orbital gap (alpha / beta)**: 8.890 / 9.116 eV

Record 2
DFT (ωB97M-V/def2-TZVPD) results for a 2-piece molecular cluster, C2H2ClN3 overall in a non-equilibrium geometry.

Last column: Mulliken charge in e.
Cartesian coordinates (Å):
1 N 1.941713 -1.420824 -0.085046  -0.46
2 N -0.433117 -1.630948 0.199380  -0.42
3 C 0.784320 -1.641073 -0.045372  0.63
4 H -1.129505 -1.824852 -0.502298  0.27
5 H -1.848960 1.945789 0.293180  0.27
6 C 0.010344 1.332648 0.109407  0.32
7 N -0.874451 2.165949 0.136825  -0.50
8 Cl 1.549655 1.073312 -0.106073  -0.11

Cartesian forces (eV/Å) of the 6 atoms listed first:
N 1.79 -1.04 -0.27
N -0.89 -0.55 0.70
C -1.09 -0.05 0.04
H 0.14 -0.09 -0.43
H 0.08 -0.37 0.11
C -3.91 -1.39 0.76

Properties
**Relative energy (zero: lowest compared OMol25 entry of this formula, charge and spin)**: 9.4 kcal per mole
**Total energy**: -701.67837 a.u.
**2S+1**: 3
**Molecular weight**: 103.51 g mol⁻¹
**Orbital gap (alpha / beta)**: 7.917 / 8.057 eV

Record 3
DFT (ωB97M-V/def2-TZVPD) results for one molecule with the formula C2H2ClNO in a non-equilibrium geometry.

Last column: Mulliken charge in e.
Cartesian coordinates (Å):
1 O 0.954831 -0.767950 0.590190  -0.25
2 C -0.343092 0.337128 -0.396684  0.43
3 Cl -1.558388 1.153717 -1.222216  -0.18
4 C 0.222657 0.598446 0.804066  -0.36
5 H 0.729972 1.367865 1.373034  0.30
6 N 0.226218 -0.897548 -0.589118  -0.18
7 H -0.232198 -1.791659 -0.559271  0.23

Cartesian forces (eV/Å) of the 6 atoms listed first:
O 0.29 3.31 3.04
C -3.24 0.07 -6.70
Cl -0.06 -0.36 0.08
C 4.08 -2.38 6.59
H 0.13 0.14 -0.50
N -0.15 -0.48 -2.39

Properties
**Relative energy (zero: lowest compared OMol25 entry of this formula, charge and spin)**: 76.4 kcal per mole
**Total energy**: -667.30933 a.u.
**2S+1**: 3
**Molecular weight**: 91.50 g mol⁻¹
**Orbital gap (alpha / beta)**: 6.419 / 7.731 eV

Record 4
DFT (ωB97M-V/def2-TZVPD) results for one molecule with the formula C2H2ClNO2 in a non-equilibrium geometry.

Last column: Mulliken charge in e.
Cartesian coordinates (Å):
1 H -0.184893 0.648428 0.009185  0.30
2 Cl 1.477678 -0.420294 2.380913  -0.13
3 O -0.485567 -1.205303 -0.853542  -0.22
4 C 0.389822 -1.134432 1.246066  0.43
5 C -0.472206 -0.357431 0.287602  -0.23
6 H -1.413678 -0.374620 0.637070  0.24
7 O -0.494644 -2.527703 -0.248906  -0.14
8 N 0.457415 -2.367632 0.992324  -0.25

Cartesian forces (eV/Å) of the 6 atoms listed first:
H 0.42 -0.01 -0.01
Cl -0.64 -0.18 -0.12
O 0.50 -0.41 0.33
C 1.20 0.02 -0.62
C 2.12 -0.64 -1.50
H -3.56 0.39 1.72

Properties
**Relative energy (zero: lowest compared OMol25 entry of this formula, charge and spin)**: 111.9 kcal per mole
**Total energy**: -742.65827 a.u.
**SMILES**: ClC1=NOOC1
**Molecular weight**: 107.50 g mol⁻¹
**Orbital gap**: 10.564 eV

Question: What is the formula in the fourth record?
Answer: C2H2ClNO2

Question: Which of these has the lowest total energy?
Answer: C2H2ClNO2

Question: Which value of molecular weight does entry 3 give?
Answer: 91.50 g mol⁻¹